Entry 1:
6 unconnected molecules or ions with the total composition C27H41N6O5 in a non-equilibrium geometry. Source: the OMol25 dataset; level of theory: wB97M-V/def2-TZVPD.

The highest occupied orbital energy is -5.085 eV. The LUMO energy is 1.98 eV. Its charge is -1. The value obtained for the orbital gap is 7.1 eV. As for the relative energy (zero: lowest compared OMol25 entry of this formula, charge and spin): 0.00 kJ/mol.

Cartesian coordinates (Å):
C (2.739, 2.096, -0.592)
C (1.667, 1.028, -0.462)
N (0.529, 1.475, 0.375)
C (-0.567, 1.859, -0.362)
C (-0.822, 2.982, -1.015)
C (0.038, 4.199, -1.201)
O (0.591, 4.216, -2.315)
O (0.105, 5.016, -0.276)
C (-2.109, 2.805, -1.647)
O (-2.823, 3.566, -2.204)
O (-2.480, 1.447, -1.536)
C (-1.677, 0.921, -0.599)
O (-1.849, -0.146, -0.084)
H (2.782, 2.450, -1.600)
H (3.711, 1.698, -0.369)
H (2.511, 2.929, 0.038)
H (2.083, 0.126, -0.060)
H (1.307, 0.793, -1.445)
H (0.220, 0.672, 0.909)
C (-1.591, -4.743, 0.072)
C (-0.612, -4.231, -0.978)
C (0.717, -3.764, -0.376)
C (0.503, -2.670, 0.558)
N (0.330, -1.776, 1.253)
H (-1.860, -3.958, 0.779)
H (-2.512, -5.088, -0.398)
H (-1.165, -5.578, 0.632)
H (-1.069, -3.403, -1.523)
H (-0.408, -5.021, -1.703)
H (1.391, -3.416, -1.158)
H (1.210, -4.581, 0.152)
C (-3.708, 0.167, 2.768)
C (-4.549, 1.272, 2.147)
C (-5.588, 1.851, 3.111)
C (-6.542, 0.841, 3.557)
N (-7.289, 0.044, 3.908)
H (-4.322, -0.692, 3.047)
H (-2.963, -0.179, 2.054)
H (-3.185, 0.521, 3.656)
H (-5.051, 0.890, 1.255)
H (-3.898, 2.081, 1.827)
H (-6.149, 2.653, 2.632)
H (-5.088, 2.265, 3.986)
C (0.852, 6.677, 4.976)
C (1.074, 6.344, 3.503)
C (-0.229, 6.178, 2.714)
C (-1.026, 5.104, 3.273)
N (-1.660, 4.260, 3.714)
H (0.318, 5.874, 5.487)
H (1.804, 6.815, 5.490)
H (0.273, 7.596, 5.089)
H (1.659, 5.427, 3.422)
H (1.657, 7.138, 3.036)
H (-0.012, 5.947, 1.668)
H (-0.819, 7.095, 2.751)
C (-2.603, -4.704, -4.508)
C (-2.411, -5.790, -5.559)
C (-1.984, -7.131, -4.953)
C (-0.711, -7.013, -4.256)
N (0.296, -6.918, -3.724)
H (-1.669, -4.506, -3.980)
H (-2.924, -3.772, -4.970)
H (-3.355, -4.993, -3.772)
H (-1.661, -5.470, -6.284)
H (-3.343, -5.936, -6.109)
H (-1.870, -7.886, -5.731)
H (-2.731, -7.488, -4.245)
C (6.698, -0.014, 0.973)
C (7.258, -0.886, -0.145)
C (6.567, -0.637, -1.491)
C (5.143, -0.927, -1.414)
N (4.018, -1.137, -1.357)
H (5.643, -0.226, 1.152)
H (7.232, -0.197, 1.905)
H (6.793, 1.045, 0.732)
H (7.154, -1.938, 0.125)
H (8.325, -0.690, -0.262)
H (7.001, -1.263, -2.270)
H (6.686, 0.404, -1.793)

Forces on atoms 1 to 2 (eV/Å):
-0.089 -0.345 -0.256
0.029 0.821 0.202

Entry 2:
A molecular structure, C27H42BrKN4O5SSi. Source: the OMol25 dataset; level of theory: wB97M-V/def2-TZVPD.

The highest occupied orbital energy is -2.145 eV. The LUMO energy is 4.02 eV. Its charge is -2. The value obtained for the orbital gap is 6.2 eV. As for the relative energy (zero: lowest compared OMol25 entry of this formula, charge and spin): 12.08 kJ/mol.

Cartesian coordinates (Å):
K (0.688, -2.675, 0.095)
N (5.452, -3.934, 0.944)
C (4.457, -3.161, 0.364)
S (3.895, -1.810, 1.245)
N (4.086, -3.626, -0.821)
N (3.183, -2.846, -1.449)
C (2.699, -3.340, -2.531)
C (1.712, -2.597, -3.324)
C (1.177, -3.190, -4.473)
C (0.213, -2.516, -5.198)
C (-0.198, -1.265, -4.765)
C (0.388, -0.755, -3.614)
N (1.317, -1.385, -2.911)
H (5.452, -3.880, 1.948)
H (5.491, -4.867, 0.557)
H (2.957, -4.351, -2.851)
H (1.513, -4.177, -4.768)
H (-0.222, -2.967, -6.083)
H (-0.964, -0.705, -5.285)
H (0.080, 0.212, -3.224)
O (-1.707, -5.371, 1.905)
C (-1.269, -4.961, 0.821)
O (-0.110, -5.102, 0.339)
C (-2.327, -4.262, -0.096)
C (-1.878, -4.036, -1.545)
C (-3.105, -3.934, -2.468)
C (-3.630, -2.519, -2.119)
C (-2.618, -2.088, -1.046)
O (-1.404, -2.674, -1.548)
C (-2.897, -2.843, 0.272)
C (-2.392, -2.019, 1.493)
O (-3.272, -1.668, 2.301)
O (-1.179, -1.683, 1.503)
H (-3.168, -4.961, -0.083)
H (-1.084, -4.700, -1.873)
H (-3.832, -4.723, -2.267)
H (-2.806, -3.996, -3.516)
H (-4.652, -2.516, -1.739)
H (-3.578, -1.854, -2.984)
H (-2.482, -1.014, -0.939)
H (-3.974, -2.920, 0.421)
C (1.591, 3.562, 3.481)
C (1.886, 2.688, 2.251)
C (2.330, 1.294, 2.727)
C (3.089, 3.286, 1.507)
Si (0.357, 2.551, 1.103)
Br (0.840, 0.893, -0.329)
C (0.153, 4.095, -0.055)
C (0.108, 5.410, 0.736)
C (-1.138, 3.979, -0.878)
C (1.291, 4.207, -1.082)
C (-1.265, 2.112, 2.031)
C (-2.279, 1.432, 1.097)
C (-1.906, 3.369, 2.647)
C (-1.025, 1.114, 3.176)
H (2.502, 3.638, 4.088)
H (0.814, 3.130, 4.115)
H (1.286, 4.576, 3.220)
H (3.190, 1.411, 3.397)
H (2.647, 0.668, 1.891)
H (1.559, 0.751, 3.264)
H (3.968, 3.223, 2.159)
H (2.944, 4.338, 1.252)
H (3.319, 2.729, 0.597)
H (-0.666, 5.418, 1.506)
H (-0.102, 6.239, 0.047)
H (1.064, 5.624, 1.216)
H (-2.040, 4.010, -0.268)
H (-1.156, 3.054, -1.458)
H (-1.186, 4.818, -1.583)
H (2.272, 4.325, -0.626)
H (1.106, 5.089, -1.709)
H (1.331, 3.333, -1.731)
H (-2.538, 2.029, 0.221)
H (-3.194, 1.235, 1.665)
H (-1.898, 0.465, 0.772)
H (-2.252, 4.088, 1.901)
H (-1.230, 3.890, 3.329)
H (-2.780, 3.058, 3.230)
H (-0.610, 0.169, 2.823)
H (-1.996, 0.851, 3.607)
H (-0.405, 1.531, 3.975)

Forces on atoms 1 to 2 (eV/Å):
0.650 0.246 0.155
-0.033 -0.040 -0.053

Entry 3:
A molecular structure, C27H42BrN4O3SW. Source: the OMol25 dataset; level of theory: wB97M-V/def2-TZVPD.

The highest occupied orbital energy (spin up / spin down) is -10.095 / -10.911 eV. The LUMO energy (spin up / spin down) is -3.40 / -3.02 eV. Its charge is +1. The value obtained for the orbital gap (spin up / spin down) is 6.7 / 7.9 eV. Its spin multiplicity is 3. As for the relative energy (zero: lowest compared OMol25 entry of this formula, charge and spin): 26.62 kJ/mol.

Cartesian coordinates (Å):
W (0.112, 0.030, 0.429)
N (-2.256, 2.986, 0.150)
C (-3.345, 2.146, 0.650)
C (-3.101, 0.648, 0.544)
N (-1.975, 0.018, 1.320)
C (-1.811, 0.577, 2.685)
C (-1.015, 1.885, 2.682)
N (0.046, 1.903, 1.625)
C (-2.238, -1.451, 1.381)
C (-2.045, -2.101, 0.021)
N (-0.666, -1.836, -0.493)
H (-2.567, 3.950, 0.113)
H (-2.020, 2.712, -0.798)
H (-4.279, 2.296, 0.095)
H (-3.568, 2.429, 1.681)
H (-2.958, 0.393, -0.504)
H (-4.022, 0.165, 0.889)
H (-1.273, -0.172, 3.268)
H (-2.786, 0.731, 3.157)
H (-0.557, 2.012, 3.659)
H (-1.663, 2.738, 2.512)
H (0.947, 2.128, 2.037)
H (-0.229, 2.650, 0.983)
H (-3.250, -1.639, 1.752)
H (-1.533, -1.883, 2.092)
H (-2.752, -1.715, -0.711)
H (-2.213, -3.175, 0.110)
H (-0.689, -1.803, -1.510)
H (-0.054, -2.608, -0.231)
C (5.231, -5.497, 3.269)
C (5.424, -4.011, 3.571)
C (5.707, -3.852, 5.072)
C (6.627, -3.500, 2.766)
C (4.195, -3.188, 3.199)
C (3.045, -3.744, 2.679)
C (1.974, -2.934, 2.325)
Br (0.426, -3.894, 1.768)
C (1.997, -1.551, 2.450)
O (0.977, -0.760, 2.000)
C (3.120, -0.978, 3.100)
C (4.180, -1.811, 3.421)
C (3.179, 0.499, 3.521)
C (1.930, 0.840, 4.347)
C (3.323, 1.409, 2.295)
C (4.381, 0.801, 4.426)
H (6.137, -6.040, 3.537)
H (5.041, -5.673, 2.208)
H (4.409, -5.924, 3.847)
H (6.584, -4.439, 5.350)
H (4.860, -4.199, 5.666)
H (5.905, -2.813, 5.339)
H (7.519, -4.074, 3.023)
H (6.835, -2.450, 2.973)
H (6.450, -3.605, 1.694)
H (2.953, -4.811, 2.536)
H (5.046, -1.372, 3.892)
H (1.015, 0.540, 3.844)
H (1.898, 1.914, 4.553)
H (1.964, 0.322, 5.307)
H (2.577, 1.219, 1.529)
H (4.292, 1.248, 1.820)
H (3.275, 2.460, 2.595)
H (4.387, 0.176, 5.320)
H (4.316, 1.841, 4.751)
H (5.333, 0.684, 3.907)
O (-1.773, 0.056, -2.826)
C (-0.707, 0.407, -2.371)
O (-0.648, 0.936, -1.141)
C (0.577, 0.287, -3.104)
C (0.482, 0.283, -4.499)
C (1.607, 0.195, -5.291)
C (2.854, 0.089, -4.684)
C (2.962, 0.067, -3.307)
C (1.832, 0.165, -2.491)
S (2.180, 0.091, -0.754)
H (-0.503, 0.358, -4.940)
H (1.519, 0.206, -6.368)
H (3.748, 0.016, -5.289)
H (3.934, -0.032, -2.841)

Forces on atoms 1 to 2 (eV/Å):
0.046 0.035 0.034
-0.020 -0.025 -0.019

Entry 4:
9 unconnected molecules or ions with the total composition C27H42F36N9O27S12 in a non-equilibrium geometry. Source: the OMol25 dataset; level of theory: wB97M-V/def2-TZVPD.

The highest occupied orbital energy is -3.850 eV. The LUMO energy is 3.87 eV. Its charge is -3. The value obtained for the orbital gap is 7.7 eV.

Cartesian coordinates (Å):
C (8.896, 6.709, 4.459)
N (9.033, 5.233, 4.750)
C (9.236, 5.014, 6.212)
C (7.707, 4.697, 4.290)
C (10.137, 4.710, 3.841)
C (10.386, 3.206, 3.990)
O (9.298, 2.496, 3.384)
H (9.005, 6.803, 3.383)
H (9.683, 7.223, 5.007)
H (7.978, 7.212, 4.760)
H (8.410, 5.525, 6.703)
H (10.186, 5.494, 6.447)
H (9.224, 3.962, 6.481)
H (7.620, 3.658, 4.601)
H (7.778, 4.621, 3.206)
H (6.812, 5.234, 4.581)
H (11.059, 5.219, 4.124)
H (9.864, 4.928, 2.812)
H (10.464, 2.842, 5.016)
H (11.277, 2.930, 3.424)
H (9.066, 1.676, 3.821)
C (8.207, 9.985, 5.641)
N (7.007, 10.547, 4.883)
C (7.480, 10.810, 3.470)
C (5.878, 9.570, 4.963)
C (6.736, 11.892, 5.570)
C (5.647, 12.751, 4.973)
O (4.370, 12.164, 5.116)
H (8.931, 10.779, 5.797)
H (8.662, 9.259, 4.971)
H (7.778, 9.516, 6.520)
H (8.377, 11.425, 3.530)
H (6.697, 11.343, 2.942)
H (7.727, 9.834, 3.060)
H (5.417, 9.627, 5.943)
H (6.029, 8.553, 4.611)
H (5.119, 9.998, 4.304)
H (7.702, 12.401, 5.544)
H (6.591, 11.671, 6.626)
H (5.830, 12.910, 3.907)
H (5.537, 13.730, 5.448)
H (3.796, 12.645, 5.754)
C (5.092, 18.571, 6.205)
N (6.115, 17.644, 6.826)
C (5.853, 16.224, 6.371)
C (7.468, 18.261, 6.434)
C (6.152, 17.749, 8.364)
C (4.928, 17.130, 9.029)
O (3.716, 17.724, 8.543)
H (5.390, 19.574, 6.503)
H (4.117, 18.174, 6.462)
H (5.283, 18.586, 5.131)
H (4.875, 15.959, 6.757)
H (6.682, 15.593, 6.700)
H (6.075, 16.255, 5.304)
H (8.191, 17.716, 7.042)
H (7.474, 19.265, 6.848)
H (7.736, 18.117, 5.391)
H (6.222, 18.813, 8.581)
H (7.000, 17.148, 8.691)
H (4.992, 17.248, 10.113)
H (4.887, 16.050, 8.884)
H (3.285, 18.056, 9.334)
C (12.457, 9.767, 1.600)
F (11.886, 9.440, 0.477)
F (13.772, 9.762, 1.423)
F (12.063, 10.937, 2.045)
S (12.114, 8.408, 2.873)
O (10.733, 8.514, 3.253)
O (12.465, 7.144, 2.268)
N (13.102, 8.862, 4.174)
S (13.244, 7.578, 5.039)
O (12.044, 6.780, 5.274)
O (14.424, 6.785, 4.744)
C (13.459, 8.344, 6.771)
F (13.131, 7.412, 7.672)
F (14.707, 8.770, 6.971)
F (12.650, 9.384, 6.886)
C (11.599, 6.970, -3.911)
F (11.924, 5.701, -4.063)
F (12.328, 7.483, -2.919)
F (11.871, 7.644, -5.030)
S (9.728, 7.051, -3.556)
O (9.043, 7.190, -4.823)
O (9.416, 5.856, -2.833)
N (9.653, 8.516, -2.671)
S (8.773, 8.130, -1.430)
O (7.452, 7.551, -1.670)
O (9.499, 7.535, -0.322)
C (8.434, 9.930, -0.846)
F (9.543, 10.663, -0.836)
F (7.568, 10.483, -1.690)
F (7.900, 9.920, 0.380)
C (9.955, 10.966, 9.954)
F (10.709, 11.659, 10.824)
F (10.799, 10.529, 9.026)
F (9.366, 9.975, 10.617)
S (8.640, 12.016, 9.080)
O (9.368, 12.667, 8.019)
O (7.812, 10.948, 8.574)
N (8.059, 12.948, 10.290)
S (8.433, 14.428, 9.964)
O (9.833, 14.740, 10.037)
O (7.715, 14.936, 8.796)
C (7.631, 15.268, 11.489)
F (6.345, 14.951, 11.618)
F (8.324, 14.854, 12.538)
F (7.710, 16.596, 11.394)
C (1.741, 15.445, 5.356)
F (2.322, 16.322, 6.179)
F (0.670, 15.996, 4.805)
F (2.620, 15.116, 4.426)
S (1.188, 13.929, 6.291)
O (0.221, 14.384, 7.271)
O (0.631, 13.064, 5.280)
N (2.702, 13.445, 6.830)
S (2.653, 13.420, 8.385)
O (2.572, 14.726, 9.045)
O (1.720, 12.442, 8.897)
C (4.404, 12.798, 8.794)
F (5.290, 13.710, 8.409)
F (4.550, 12.568, 10.098)
F (4.605, 11.623, 8.187)
C (2.626, 3.354, 5.604)
F (1.355, 3.528, 5.305)
F (2.734, 2.655, 6.708)
F (3.200, 2.717, 4.582)
S (3.436, 5.113, 5.762)
O (4.851, 5.013, 5.548)
O (2.725, 5.980, 4.872)
N (2.890, 5.462, 7.356)
S (4.158, 5.478, 8.248)
O (3.681, 5.708, 9.594)
O (5.090, 4.369, 8.131)
C (5.101, 7.113, 7.774)
F (5.437, 7.786, 8.859)
F (6.236, 6.858, 7.111)
F (4.318, 7.854, 6.986)
C (6.487, 16.612, 2.312)
F (5.332, 16.108, 2.708)
F (6.420, 16.916, 1.040)
F (6.780, 17.739, 2.984)
S (7.907, 15.343, 2.551)
O (7.259, 14.068, 2.407)
O (8.851, 15.604, 1.494)
N (8.391, 15.687, 4.132)
S (9.783, 15.045, 4.164)
O (9.735, 13.607, 4.235)
O (10.839, 15.577, 3.337)
C (10.354, 15.578, 5.894)
F (11.654, 15.282, 6.028)
F (10.228, 16.928, 5.943)
F (9.620, 15.113, 6.876)

Forces on atoms 1 to 2 (eV/Å):
1.123 0.488 0.236
-1.832 0.648 -0.667